Below is a single C3H4OS2 molecule in a non-equilibrium geometry, with properties calculated with ωB97M-V/def2-TZVPD.

* total charge: 0
* energy relative to the best compared isomer or geometry (same formula, charge and spin): 194.9 kJ/mol
* lowest unoccupied orbital energy: 0.07 eV
* spin multiplicity: 1
* orbital gap: 8.9315 eV
* max |F|: 0.07316 Eh/bohr
* SMILES: S=C1OCCS1
* E: -26891.86921 eV

Geometry (Å):
S 3.286 -0.599 0.187
C 1.602 -0.481 -0.116
O 0.692 -0.729 0.832
C -0.551 -0.085 0.779
C -0.919 0.363 -0.737
S 0.701 0.264 -1.581
H -0.478 0.826 1.549
H -1.295 -0.869 0.996
H -1.718 -0.244 -1.353
H -1.320 1.554 -0.555